Record 1
Molecular formula: C10H24IN2O7PS
Method: DFT, ωB97M-V/def2-TZVPD

The geometry in XYZ format:
```
46
Properties=species:S:1:pos:R:3:forces:R:3
C -0.768461 5.071347 -1.176721 -0.4329 -0.3108 -0.1262
C -1.338450 4.528601 0.151263 0.4624 0.5012 0.0156
C -0.236147 4.199118 1.169870 -0.7159 -0.4746 -0.0881
C 0.192672 2.737268 1.132256 0.1721 0.5071 -0.3656
O -0.602364 2.052775 2.109841 0.0517 0.0727 0.1540
O -0.691313 0.668565 1.779113 0.0652 -0.9828 -0.0104
S 0.738728 0.013834 2.379622 0.3702 0.6436 -0.3002
O 0.756993 0.227949 3.792482 -0.0606 -0.0091 0.4464
O 0.303106 -1.573267 2.142913 -0.0079 -0.0415 -0.2966
P 1.427220 -2.603853 2.824311 -0.0324 0.0684 0.8308
O 0.834129 -4.002717 2.267866 -0.1264 0.4435 -0.3764
I 3.473558 -2.249589 1.441315 -0.0831 0.0311 -0.2403
H -1.136534 6.080094 -1.347640 0.1840 0.1329 -0.0649
H 0.319352 5.078356 -1.197387 0.0799 0.0734 0.0556
H -1.098603 4.482661 -2.031280 0.0031 -0.0709 -0.0400
H -1.960756 5.312138 0.578685 -0.1912 -0.0787 0.0570
H -1.977684 3.663543 -0.012565 -0.0690 -0.0615 0.0641
H 0.635439 4.825577 0.997604 0.0497 0.1182 0.1253
H -0.617722 4.384122 2.175138 0.2148 0.1131 0.1275
H 1.258113 2.691266 1.364792 0.0260 -0.4492 0.1382
H -0.004524 2.283200 0.162509 0.0880 -0.0117 -0.0953
H 1.410155 -4.695663 2.615856 -0.1050 -0.2525 -0.0384
C -5.241448 1.406247 1.010795 -0.0177 0.1183 0.0183
O -4.618056 2.082756 0.215764 0.0421 -0.0186 -0.0288
N -5.009249 0.103140 1.254496 -0.1245 -0.1136 0.0951
C -5.784114 -0.653405 2.215597 0.1970 -0.0460 -0.1511
C -3.939655 -0.555454 0.522599 -0.0324 0.2652 -0.0473
H -6.069596 1.818539 1.612637 -0.0013 -0.0222 0.0098
H -5.130519 -1.044075 2.998185 -0.0752 -0.0319 0.0513
H -6.281635 -1.489925 1.720166 -0.0496 -0.0229 0.0824
H -6.538417 -0.016715 2.672938 0.0046 0.0368 -0.0155
H -2.999018 -0.047072 0.728627 0.1002 -0.0853 -0.0644
H -4.138774 -0.493963 -0.547903 0.0814 -0.0525 -0.0193
H -3.867477 -1.597689 0.822248 -0.0536 0.0055 0.0634
C 5.434855 -2.661644 -2.142309 0.0597 0.0593 0.1777
O 5.507953 -1.453316 -2.238195 -0.0272 0.0221 -0.0629
N 4.949548 -3.480200 -3.095114 -0.0130 -0.1692 -0.0186
C 4.887106 -4.916245 -2.918461 -0.0689 0.1648 -0.1872
C 4.474995 -2.894140 -4.337118 0.0640 0.1142 0.1421
H 5.769560 -3.200586 -1.238554 -0.0094 -0.0356 -0.0214
H 5.480195 -5.414720 -3.688129 -0.0131 -0.0895 0.0438
H 3.852623 -5.258013 -2.992809 0.0247 -0.0925 0.0293
H 5.278071 -5.190146 -1.940948 0.0087 0.0370 0.0199
H 5.283063 -2.347305 -4.823563 -0.0420 0.0214 -0.0514
H 3.666047 -2.192516 -4.132216 -0.0054 0.0172 -0.0662
H 4.117036 -3.678878 -4.998576 0.0080 -0.0442 0.0291
```
Positions in Å, forces in eV/Å.

Calculated values
Spin multiplicity: 1

Record 2
Molecular formula: C5H6O2
Method: DFT, ωB97M-V/def2-TZVPD

The geometry in XYZ format:
```
13
Properties=species:S:1:pos:R:3:forces:R:3
C 0.633537 0.615912 1.181292 -0.0672 0.2356 0.1389
O 0.540545 -0.812668 1.197110 -0.1514 -0.0598 0.1351
C 0.149182 -1.195851 -0.096986 0.0740 -0.1505 -0.1331
C -1.120264 -0.648761 -0.688776 -0.2973 -0.3300 -0.0713
O -1.515529 0.473035 0.079233 -0.1161 0.0052 0.1031
C -0.178189 1.020183 -0.033138 0.2179 0.2899 0.2270
C 0.218237 -0.054704 -1.052862 0.5769 -0.1765 -0.2526
H 1.675138 0.961660 1.049793 -0.1814 -0.2021 0.1240
H 0.235478 0.991331 2.124113 -0.0190 0.0123 -0.0495
H 0.505829 -2.160364 -0.441567 -0.0077 0.0711 0.2398
H -1.892832 -1.174264 -1.245630 0.2271 0.0249 0.1162
H -0.231963 2.087698 -0.253328 0.2814 -0.1880 -0.1726
H 0.980828 -0.103204 -1.819257 -0.5372 0.4680 -0.4050
```
Positions in Å, forces in eV/Å.

Calculated values
ΔE to the lowest compared entry with this formula, charge and spin (kJ/mol): 287.7
Spin multiplicity: 1

Record 3
Molecular formula: C9H14BrClN2
Method: DFT, ωB97M-V/def2-TZVPD

The geometry in XYZ format:
```
27
Properties=species:S:1:pos:R:3:forces:R:3
C 0.501907 -2.873736 1.909535 -1.5818 -1.2261 -2.2235
C -0.016656 -1.468198 1.816607 -1.4447 -0.2547 2.9319
C 1.088563 -0.484304 1.781013 0.9098 -0.1412 -0.3208
C 1.147608 0.487946 0.862198 1.4797 -0.0909 1.7709
Br 2.660320 1.694882 0.854999 -0.0211 -0.2525 0.0656
N 0.133892 0.912072 0.057307 -3.0129 1.0140 -2.1567
N -1.098690 1.247133 0.574389 0.2455 -0.6764 1.6676
C -1.884807 1.624337 -0.399141 0.8121 0.5865 -0.6778
C -3.300774 1.992231 -0.151945 -1.0733 0.6595 -1.0803
C -1.162411 1.617510 -1.597604 0.8959 -0.1555 -2.3353
C 0.094152 1.143701 -1.314612 1.1986 -0.5026 1.1744
C 1.271531 0.840627 -2.201466 -0.8631 0.9291 -1.3694
H 0.934012 -3.051171 0.862793 -0.2666 -0.7081 1.7761
H 1.139820 -3.050393 2.716091 1.8574 0.1597 0.9285
H -0.322091 -3.591340 2.222912 0.6086 0.7160 -1.2204
H -0.731656 -1.358454 2.696819 1.1969 0.5387 -0.4213
H -0.750840 -1.402611 1.063780 -0.3449 0.4075 -1.5473
H 1.972141 -0.741121 2.455072 -1.2721 0.8395 -1.0223
H -3.641780 1.161801 0.439036 -0.7552 0.4201 1.0874
H -3.486061 3.046856 0.152301 0.4990 -0.9427 0.9177
H -4.004604 2.008610 -1.017582 1.1064 -0.5832 -0.1182
H -1.444008 1.871748 -2.644506 -0.0855 -0.1727 1.1870
H 2.259578 1.230684 -1.910952 -0.7195 0.7403 -0.0967
H 1.515693 -0.201706 -2.286867 -0.6895 -0.8131 -0.0150
H 0.887311 1.187932 -3.216555 1.2075 -0.3837 1.0451
Cl 3.354140 -2.454654 -1.561677 -0.3006 0.6717 -0.3757
H 2.883714 -1.390389 -2.161950 0.4136 -0.7791 0.4283
```
Positions in Å, forces in eV/Å.

Calculated values
Structure (SMILES): CC/C=C(/Br)n1nc(C)cc1C.Cl
ΔE to the lowest compared entry with this formula, charge and spin (kJ/mol): 27.4
Spin multiplicity: 1

Record 4
Molecular formula: C12H46N10O11
Method: DFT, ωB97M-V/def2-TZVPD

The geometry in XYZ format:
```
79
Properties=species:S:1:pos:R:3:forces:R:3
N 0.064967 0.255611 6.076056 0.4968 -1.7408 4.7609
C 0.150949 0.466620 4.805571 4.9557 -2.4435 -2.4555
N -0.700875 1.350248 4.379051 -1.5294 2.6961 -2.0293
O 1.146225 -0.126613 4.070442 -4.8308 3.4136 3.0387
H 0.698670 -0.452453 6.480471 -0.7181 0.8800 -0.3357
H -0.577385 0.760012 6.727520 0.9173 -0.8815 -1.2034
H -0.466064 1.584823 3.425707 -0.7768 0.4834 -0.2792
H -1.208470 2.063006 4.975631 1.1158 -1.6633 -1.1121
N -2.312813 -1.695724 0.849007 -3.3914 0.3425 -0.5491
C -1.427655 -2.505193 1.387028 -2.7636 -5.5888 3.9362
N -0.183657 -2.082798 1.343038 2.8819 1.3948 0.1230
O -1.790131 -3.662613 2.001455 1.7401 4.7605 -2.6876
H -3.339762 -1.901229 0.955485 1.9923 0.1522 -0.2330
H -2.060592 -0.788665 0.495716 0.0811 0.2607 -0.1840
H 0.543360 -2.477881 1.995552 -1.5564 0.7245 -0.6498
H 0.058703 -1.176184 0.799422 -0.4021 -1.8294 1.4088
N 0.745532 -3.753393 -0.460825 -1.0351 1.9769 2.9448
C 0.687663 -3.263260 -1.646138 -2.2205 5.6831 -2.3755
N 1.142995 -4.110021 -2.569071 0.6584 -1.7742 -2.8927
O 0.233643 -1.969471 -1.927614 2.3419 -6.2461 0.9400
H 0.402060 -3.058245 0.275424 0.2987 -1.2772 -0.4852
H 1.011869 -4.668236 -0.231160 0.2471 -1.1155 0.1408
H 1.202394 -3.773455 -3.560553 -0.2913 -0.8412 1.5529
H 1.211665 -5.153077 -2.316974 -0.1799 2.5323 -1.0086
N 2.004161 -2.308566 3.084450 -0.1897 -0.1122 2.7413
C 2.756980 -2.373495 2.010036 -1.2378 6.2804 -3.1021
N 3.122247 -3.523100 1.550805 1.2823 -1.6660 -0.6313
O 2.837384 -1.203378 1.235860 0.3361 -5.2440 3.2459
H 1.693026 -1.372691 3.408746 0.2081 -0.4533 -0.1272
H 1.988079 -3.015326 3.834490 0.1980 0.3134 -0.9938
H 3.459536 -3.470082 0.622368 0.8619 -0.0883 -1.2343
H 3.126678 -4.411586 2.018799 -0.1965 0.2661 0.3616
N 0.826291 -0.032444 -0.082678 1.5548 -2.0082 -2.6868
C 0.106456 0.974321 0.246492 -5.4473 0.7505 -1.5431
N 0.466874 1.600006 1.353868 -1.2676 2.5673 0.7753
O -1.090091 1.187321 -0.393490 4.4303 -0.1908 2.4693
H 0.491866 -0.541294 -0.939048 0.7009 -0.0017 0.6439
H 1.713294 -0.320273 0.390950 -0.4587 0.1065 -0.2740
H -0.136602 2.422998 1.556183 0.7803 -1.2471 0.0321
H 1.274255 1.335910 1.896250 0.0661 -0.0358 -0.1096
C -2.852031 0.635206 -3.580364 -1.1763 0.2094 0.0779
C -2.869422 -0.623064 -2.801266 0.8036 1.7416 2.3071
O -3.379348 -1.628829 -3.560293 -0.7954 -2.1231 -0.5967
H -2.458395 1.444722 -3.002790 0.6669 0.4596 0.0913
H -3.839558 0.943713 -3.881881 -0.6675 0.0138 0.0411
H -2.343918 0.422033 -4.474055 1.1896 0.1779 -1.1806
H -3.426570 -0.457845 -1.853631 -0.2609 -0.3033 -0.3465
H -1.853680 -0.801535 -2.459702 0.3836 -0.3828 -0.1252
H -3.324243 -2.428158 -3.016846 -0.0976 0.0786 -0.4392
C 1.558389 1.217415 -3.544589 -0.8762 0.4210 0.6761
O 0.299682 1.086806 -4.200896 0.3335 0.1643 0.0342
H 2.355667 0.733172 -4.061850 0.4378 -0.1377 -1.0015
H 1.595881 0.753370 -2.563898 -0.5312 -0.2407 0.3623
H 1.762281 2.264266 -3.367333 0.4359 0.3392 -0.1752
H -0.177615 1.927422 -4.089873 0.2175 -0.5153 0.1813
C 0.306312 4.001172 -1.333505 1.0399 -0.0882 -1.4622
O -0.679426 3.328371 -2.069236 0.2245 1.8206 -1.6840
H 1.025719 3.199362 -1.027545 0.1984 1.2516 -0.0321
H -0.112971 4.491937 -0.490782 -0.4319 0.3595 1.1959
H 0.737027 4.854892 -1.964628 -0.1800 -1.5244 0.6852
H -0.889092 2.571732 -1.558596 -0.6900 -1.8236 1.0355
C -0.004521 4.355259 2.480009 0.1319 0.8946 2.3823
O -1.185598 3.670306 2.188328 0.1413 -1.7837 -1.5359
H 0.547193 3.926301 3.360511 -0.4981 0.2307 -0.5152
H -0.418127 5.305118 2.744965 0.9994 1.2796 0.3203
H 0.737679 4.440190 1.702361 -0.4195 -0.2124 -0.7689
H -1.897051 3.901014 2.767937 -0.3747 0.3567 0.4251
C 3.787596 -2.234661 -2.113833 0.8090 0.5225 -0.8131
O 3.748061 -3.281969 -1.192444 -0.0445 -1.3204 0.2735
H 4.828259 -1.936978 -2.357289 -0.5607 0.1145 0.8187
H 3.136276 -1.466809 -1.743089 0.1161 1.0093 -0.0450
H 3.417026 -2.550721 -3.072851 -0.4462 -0.2731 -0.5431
H 2.871587 -3.671299 -1.340689 0.4608 -0.0725 0.1246
C -3.496742 3.137625 -0.751794 -0.8636 0.1489 0.2439
O -4.019761 1.799626 -0.855346 1.2850 0.2682 0.1265
H -2.771089 3.282397 0.023432 0.9464 -0.5916 0.3475
H -4.254370 3.844934 -0.404445 -0.7069 -0.4348 -0.3836
H -3.098500 3.533917 -1.676999 0.0986 -0.1845 -0.3189
H -3.236331 1.199464 -0.979530 -0.9514 1.0145 0.2841
```
Positions in Å, forces in eV/Å.

Calculated values
Structure (SMILES): NC(N)=O.NC(N)=O.NC(N)=O.NC(N)=O.NC(N)=O.CCO.CO.CO.CO.CO.CO
ΔE to the lowest compared entry with this formula, charge and spin (kJ/mol): 567.1
Spin multiplicity: 1

Which strongest force on any atom belongs to each record? In order, 0.019; 0.016; 0.075; 0.143 Eh/bohr.
Which LUMO energy belongs to each record? In order, 0.134; 1.017; 0.649; -0.330 eV.